C2H6ClISi | wB97M-V/def2-TZVPD

Last column: natural (NBO) charge in e.
Positions of all 11 atoms, in Å:
C (-0.22981, -0.17492, -1.63622)  -1.085
Si (-1.10769, -0.69915, 0.05238)  1.269
C (-0.11957, -0.18374, 1.72325)  -1.078
Cl (-0.98392, -2.75518, -0.06871)  -0.374
I (-3.31631, 0.30093, -0.02715)  -0.185
H (0.78203, -0.29340, -1.46140)  0.225
H (-0.51775, -0.69465, -2.60920)  0.255
H (-0.35482, 0.95729, -1.81992)  0.238
H (0.95101, 0.12482, 1.71236)  0.252
H (-0.65204, 0.58046, 2.42327)  0.250
H (-0.14235, -1.05976, 2.28998)  0.234

Its LUMO energy is 0.4637 eV. As for the molecular weight: 220.5 g/mol. Its gap between HOMO and LUMO is 10.322 eV. The SMILES is C[Si](C)(Cl)I. The HOMO energy is -0.36227 Eh. Its total charge is 0. As for the energy relative to the best compared isomer or geometry (same formula, charge and spin): 0.2851 eV.

C41H47N2O2P2PdS2SeSi | wB97M-V/def2-TZVPD

Last column: Mulliken charge in e.
Positions of all 99 atoms, in Å:
Pd (0.27056, 0.40622, -0.25925)  0.446
C (-5.58126, 0.81539, 5.01204)  -0.484
S (-5.63931, 2.60515, 4.78714)  -0.152
C (-5.20246, 2.71568, 3.03452)  -1.115
C (-3.84411, 2.12880, 2.69665)  1.062
C (-3.53157, 2.26177, 1.20960)  -1.655
N (-2.19301, 1.80279, 0.86354)  0.271
P (-1.68150, 0.17230, 0.91894)  0.988
C (-1.59470, -0.26184, 2.69394)  1.267
C (-2.33903, -1.26716, 3.30400)  -0.572
C (-2.22574, -1.49100, 4.67094)  -0.903
C (-1.36848, -0.71588, 5.43695)  -0.846
C (-0.60834, 0.27683, 4.83041)  -0.761
C (-0.71645, 0.49606, 3.46737)  0.195
C (-2.98007, -0.95801, 0.33648)  1.177
C (-4.33253, -0.90063, 0.68028)  0.151
C (-5.22604, -1.82411, 0.16316)  -0.929
C (-4.77479, -2.83069, -0.68159)  -0.700
C (-3.42675, -2.92477, -0.98548)  -0.642
C (-2.53048, -1.99335, -0.47960)  -0.885
P (-0.80544, 2.86098, 0.75974)  1.398
C (-1.07484, 3.98620, 2.20506)  -0.121
C (-0.19124, 3.83694, 3.27240)  -0.015
C (-0.35317, 4.58049, 4.43693)  -0.705
C (-1.39563, 5.48522, 4.54738)  -0.506
C (-2.26464, 5.66820, 3.47708)  -0.774
C (-2.09877, 4.93203, 2.31591)  0.053
C (-1.17740, 4.02265, -0.60811)  0.359
C (-1.63632, 3.53710, -1.82879)  -0.251
C (-1.75933, 4.37120, -2.93001)  -0.726
C (-1.39262, 5.70499, -2.83747)  -0.605
C (-0.89155, 6.19389, -1.63818)  -0.692
C (-0.78226, 5.36153, -0.53460)  -0.740
H (-5.98811, 0.60872, 6.00043)  0.383
H (-4.56261, 0.43265, 4.96527)  -0.026
H (-6.20048, 0.31324, 4.26757)  0.198
H (-5.22369, 3.78439, 2.80724)  0.416
H (-5.99249, 2.24069, 2.44454)  0.343
H (-3.81631, 1.07387, 2.97673)  -0.365
H (-3.06484, 2.62130, 3.28335)  0.172
H (-3.61885, 3.30335, 0.89570)  0.660
H (-4.26874, 1.71335, 0.61343)  0.640
H (-3.00487, -1.88648, 2.71736)  0.400
H (-2.80714, -2.27859, 5.13499)  0.435
H (-1.28610, -0.89018, 6.50281)  0.401
H (0.07786, 0.87813, 5.41397)  0.528
H (-0.09854, 1.25010, 2.99839)  -1.029
H (-4.69854, -0.14460, 1.36071)  0.202
H (-6.27615, -1.75912, 0.42054)  0.453
H (-5.47668, -3.54298, -1.09724)  0.349
H (-3.06669, -3.71222, -1.63464)  0.444
H (-1.47945, -2.04586, -0.74105)  0.320
H (0.63430, 3.14006, 3.17810)  0.275
H (0.34276, 4.44936, 5.25619)  0.451
H (-1.52901, 6.05670, 5.45759)  0.374
H (-3.06807, 6.39151, 3.54758)  0.413
H (-2.75908, 5.11671, 1.47732)  0.431
H (-1.86751, 2.48948, -1.93499)  -0.272
H (-2.12145, 3.96257, -3.86531)  0.517
H (-1.47737, 6.35671, -3.69828)  0.380
H (-0.57948, 7.22823, -1.55999)  0.393
H (-0.37876, 5.75910, 0.38751)  0.422
O (1.32985, -2.40634, 0.60976)  -0.612
C (1.88818, -1.53335, 1.24259)  -0.138
C (3.15814, -1.74238, 2.05945)  -0.591
C (3.35098, -0.41683, 2.77630)  -0.594
C (2.27014, 0.48106, 2.18446)  -0.232
O (2.14172, 1.65805, 2.48635)  -0.709
N (1.47567, -0.22477, 1.33320)  0.685
H (3.95941, -1.96072, 1.35199)  0.247
H (3.04378, -2.60636, 2.71261)  0.295
H (4.32151, 0.04965, 2.61200)  0.316
H (3.18884, -0.48022, 3.85391)  0.261
S (-0.58190, 0.06147, -2.43201)  0.094
C (-2.26860, 0.13286, -2.93216)  0.621
C (-2.53921, -0.42369, -4.19333)  -1.323
C (-3.82074, -0.45175, -4.71180)  -0.638
C (-4.88860, 0.07829, -3.99461)  -0.773
C (-4.63677, 0.64493, -2.75530)  -0.967
C (-3.34981, 0.67622, -2.23510)  0.809
H (-1.71559, -0.84569, -4.75717)  0.514
H (-3.98924, -0.89490, -5.68656)  0.376
H (-5.89321, 0.05133, -4.39726)  0.363
H (-5.44927, 1.06993, -2.17604)  0.424
H (-3.18536, 1.13317, -1.27146)  0.095
C (2.61826, -1.35777, -3.50475)  -0.993
Si (2.74849, 0.50700, -3.35555)  0.606
C (4.55072, 0.97646, -3.65390)  -1.149
C (1.75651, 1.33955, -4.71762)  -0.883
Se (2.33751, 1.27453, -1.27185)  -0.586
H (2.99768, -1.69243, -4.47563)  0.380
H (1.58740, -1.69345, -3.39534)  0.253
H (3.20932, -1.83296, -2.71936)  0.286
H (4.85323, 0.72545, -4.67509)  0.342
H (5.20550, 0.44816, -2.95854)  0.253
H (4.70078, 2.04794, -3.50536)  0.282
H (2.21565, 1.15021, -5.69282)  0.397
H (1.73376, 2.41847, -4.54903)  0.256
H (0.72635, 0.98203, -4.73060)  0.136

Its LUMO energy is 2.2090 eV. As for the molecular weight: 939.4 g/mol. Its gap between HOMO and LUMO is 6.573 eV. The HOMO energy is -0.16038 Eh. Its total charge is -1. As for the energy relative to the best compared isomer or geometry (same formula, charge and spin): 0.1880 eV.

C24H72N6O11 | wB97M-V/def2-TZVPD

Last column: Mulliken charge in e.
Positions of all 113 atoms, in Å:
N (0.86755, -1.29126, -0.08814)  0.576
H (1.52155, -1.52726, 0.70686)  0.243
H (0.30555, -2.08726, -0.28514)  -0.054
H (1.39055, -1.20126, -0.95614)  0.156
H (0.42655, -0.48326, 0.16186)  -0.154
C (1.52955, -2.22726, -3.86114)  0.662
O (2.46255, -3.00426, -3.73914)  -0.686
O (1.52555, -1.39226, -5.01914)  -0.488
O (0.45155, -2.22326, -3.19714)  -1.165
H (2.47555, -1.49526, -5.20214)  0.312
C (0.77955, 2.44374, 1.60986)  -0.443
C (0.76855, 3.88374, 1.02886)  0.884
C (2.05755, 4.64074, 1.43286)  -1.302
O (2.08355, 4.84574, 2.86886)  -0.309
C (3.04655, 5.69774, 3.34986)  -0.805
N (0.64055, 3.67674, -0.32914)  -0.475
H (-0.09145, 1.70674, 1.38586)  -0.628
H (0.95155, 2.63174, 2.65686)  0.734
H (1.69755, 1.90974, 1.22586)  -0.336
H (-0.03445, 4.40774, 1.50686)  0.515
H (1.94855, 5.69174, 1.03186)  0.499
H (2.98255, 4.27674, 1.16386)  0.617
H (2.65755, 6.61974, 3.25586)  0.335
H (3.96355, 5.51474, 2.78086)  0.304
H (3.37355, 5.37774, 4.44486)  0.197
H (1.16855, 4.53874, -0.62614)  0.521
H (-0.37045, 4.17174, -0.49714)  -0.143
C (-1.59645, -0.65826, 3.33586)  -0.336
C (-1.04845, -2.03726, 3.53886)  -0.530
C (-2.02245, -3.00826, 4.15086)  -1.039
O (-2.29245, -2.49226, 5.38086)  -0.337
C (-3.13245, -3.26326, 6.20086)  -0.782
N (-0.36945, -2.57026, 2.32186)  -0.075
H (-2.28245, -0.77226, 2.46286)  0.012
H (-0.78645, 0.04774, 2.89986)  -0.152
H (-2.08245, -0.38426, 4.35686)  0.402
H (-0.26245, -2.03326, 4.04986)  0.951
H (-1.38845, -3.80626, 4.15186)  0.499
H (-2.93245, -3.21726, 3.63186)  0.365
H (-2.59745, -4.06526, 6.54786)  0.363
H (-4.10345, -3.66226, 5.55686)  0.228
H (-3.26545, -2.74026, 7.21086)  0.253
H (0.23555, -3.20526, 2.65386)  0.359
H (-1.06545, -3.22226, 1.60486)  0.000
C (-3.03545, 2.26574, 0.87486)  -1.425
C (-2.73145, 1.89274, -0.65314)  0.121
C (-2.73745, 3.05674, -1.55614)  -0.870
O (-1.99245, 4.02874, -0.97314)  -0.424
C (-2.04745, 5.33874, -1.52214)  -1.297
N (-1.45545, 1.38874, -0.64114)  0.673
H (-4.02045, 2.76974, 0.79786)  0.380
H (-2.32945, 2.91474, 1.28986)  0.247
H (-3.09945, 1.51474, 1.58886)  0.316
H (-3.28645, 1.14274, -0.98814)  0.890
H (-3.81645, 3.31774, -1.74914)  0.436
H (-2.54845, 2.88874, -2.64114)  0.293
H (-1.40445, 5.86874, -0.90914)  0.365
H (-2.94945, 5.97374, -1.54314)  0.264
H (-1.57045, 5.30774, -2.37314)  0.552
H (-0.71845, 2.05774, -0.70014)  -0.391
H (-1.40845, 1.11574, -1.60414)  0.020
C (-2.47045, -2.35626, -0.31214)  0.143
C (-3.09245, -3.53826, 0.31386)  -0.080
C (-3.87645, -4.34626, -0.80514)  -0.768
O (-5.00645, -3.47226, -1.30214)  -0.340
C (-5.52345, -4.19826, -2.41514)  -0.973
N (-2.06945, -4.33426, 0.87586)  -0.486
H (-1.67445, -2.59226, -0.88314)  -0.425
H (-2.20345, -1.56026, 0.49686)  -0.251
H (-3.37845, -1.60426, -0.67114)  0.290
H (-3.63645, -3.06126, 1.05686)  0.671
H (-4.37745, -5.03326, -0.18814)  0.493
H (-3.31045, -4.73526, -1.76714)  0.307
H (-6.49745, -3.61126, -2.85314)  0.229
H (-5.92345, -5.18126, -2.16914)  0.315
H (-5.03445, -4.13826, -3.21714)  0.510
H (-2.21545, -5.33226, 1.24986)  0.268
H (-1.56245, -4.42726, 0.03186)  0.082
C (4.32155, -0.04426, -1.82114)  -1.538
C (3.77355, 1.25774, -1.19514)  1.029
C (4.53255, 2.50074, -1.57914)  -0.323
O (5.84855, 2.39174, -1.11714)  -0.359
C (6.86455, 3.19874, -1.65814)  -1.476
N (2.40155, 1.40174, -1.58914)  0.142
H (5.23255, -0.26226, -1.46414)  0.625
H (4.36055, -0.04526, -2.93514)  0.281
H (3.67255, -0.91826, -1.53614)  0.205
H (3.80655, 1.33174, -0.13314)  -0.276
H (3.89655, 3.57574, -1.32814)  0.132
H (4.65455, 2.45274, -2.75114)  0.310
H (6.79455, 4.15674, -1.52814)  0.505
H (7.13855, 2.84374, -2.48114)  0.539
H (7.67255, 3.10174, -1.10014)  0.511
H (2.18555, 1.80474, -2.44014)  0.334
H (2.11155, 2.28874, -1.20914)  -0.597
C (2.87555, -1.18726, 3.05386)  -0.701
O (3.39855, -0.36326, 1.99686)  -0.366
H (3.77855, -1.40326, 3.69486)  0.388
H (2.59855, -2.29126, 2.84186)  0.197
H (2.09455, -0.68326, 3.68586)  0.281
H (3.70955, 0.43674, 2.33286)  0.245
C (0.17355, -5.62426, -2.55814)  -0.873
O (-0.09345, -4.42726, -1.95114)  -0.291
H (1.16255, -5.45326, -2.90114)  0.330
H (-0.13345, -5.88726, -3.63814)  0.276
H (-0.08645, -6.45426, -1.96414)  0.308
H (0.14755, -3.72026, -2.50514)  0.294
C (-1.08645, 0.66974, -4.44014)  -0.789
O (-0.61745, 0.21274, -3.16114)  -0.187
H (-2.19845, 0.88974, -4.53014)  0.204
H (-1.11345, -0.08326, -5.15114)  0.345
H (-0.32445, 1.54574, -4.70014)  0.208
H (-0.13645, -0.54726, -3.24614)  0.203

Its LUMO energy is 0.4786 eV. As for the molecular weight: 620.9 g/mol. Its gap between HOMO and LUMO is 9.090 eV. The HOMO energy is -0.31647 Eh. Its total charge is 0. As for the energy relative to the best compared isomer or geometry (same formula, charge and spin): 12.7816 eV.